Here is C29H34AsCl2N2O3S6SiTl as an isolated structure from the Open Molecules 2025 dataset. Energies are from the ωB97M-V functional and the def2-TZVPD basis.

The energy comes out at -203220.0452 eV.

The geometry in ORCA input format:
```
! wB97M-V def2-TZVPD RIJCOSX def2/J DEFGRID3
* xyz -2 1
Tl 0.3308 0.3015 1.9253
S 2.2849 -2.3394 4.9879
As 2.1432 -0.2956 4.5028
S -0.0586 0.3063 4.3956
S 2.7769 0.1696 2.3416
S 3.2378 0.8960 5.8277
C 1.3781 -1.8420 -3.8568
C 1.2830 -1.7434 -2.3310
C 0.9003 -3.1029 -1.7385
C 2.6586 -1.3522 -1.7754
Si 0.0556 -0.3979 -1.7343
O 0.1145 -0.2758 -0.1654
C 0.5681 1.2122 -2.6088
C 0.1310 1.5805 -3.8814
C 0.5027 2.7916 -4.4480
C 1.3169 3.6685 -3.7438
C 1.7651 3.3225 -2.4767
C 1.3962 2.1039 -1.9254
C -1.7422 -0.6622 -2.2963
C -2.2308 -1.7167 -3.0658
C -3.5734 -1.8006 -3.4164
C -4.4599 -0.8189 -3.0001
C -4.0000 0.2321 -2.2169
C -2.6593 0.3057 -1.8743
H 2.1370 -2.5799 -4.1461
H 1.6613 -0.8796 -4.2902
H 0.4262 -2.1442 -4.3024
H 1.6659 -3.8553 -1.9666
H -0.0577 -3.4607 -2.1258
H 0.8084 -3.0164 -0.6535
H 3.4116 -2.1026 -2.0437
H 2.6220 -1.2707 -0.6861
H 2.9795 -0.3850 -2.1724
H -0.5118 0.9059 -4.4397
H 0.1541 3.0600 -5.4392
H 1.6050 4.6160 -4.1838
H 2.3971 4.0037 -1.9189
H 1.7581 1.8250 -0.9411
H -1.5564 -2.4969 -3.4010
H -3.9281 -2.6284 -4.0204
H -5.5058 -0.8772 -3.2781
H -4.6881 0.9991 -1.8813
H -2.3074 1.1263 -1.2549
O -1.2781 6.9389 3.5572
S -1.1329 6.4075 2.2284
O -1.5447 7.2746 1.1518
N -1.8551 4.9321 2.0841
C -0.9859 4.0057 1.7948
S -1.4829 2.4153 1.4315
C 0.4321 4.4638 1.6997
C 1.5663 3.7434 1.3719
C 2.7774 4.4131 1.2613
C 2.8522 5.7840 1.4693
C 1.7178 6.5117 1.8123
C 0.5288 5.8280 1.9266
H 1.5123 2.6815 1.1997
H 3.6636 3.8427 1.0135
H 3.7976 6.2996 1.3549
H 1.7557 7.5793 1.9874
C -1.2932 -4.8018 3.2870
C 0.0088 -4.7081 2.4759
C 1.1648 -5.3498 3.2500
C -0.1601 -5.3879 1.1093
C 0.2729 -3.2879 2.2540
N 0.4112 -2.1714 2.0462
H -1.5007 -5.8509 3.5078
H -2.1298 -4.3827 2.7267
H -1.1915 -4.2559 4.2250
H 0.9566 -6.4151 3.3771
H 1.2855 -4.8755 4.2218
H 2.1049 -5.2315 2.7112
H -0.3659 -6.4485 1.2673
H 0.7491 -5.2945 0.5157
H -0.9855 -4.9444 0.5511
Cl -2.4679 -1.0862 1.5322
C -3.7459 -0.0798 2.2392
Cl -5.3359 -0.8411 2.0617
H -3.7481 0.8678 1.7188
H -3.5438 0.0422 3.2969
*
```

Table of Mulliken atomic charges, one value per atom, all in e:
1. Tl 1.114
2. S -0.597
3. As 0.258
4. S -0.395
5. S -0.434
6. S -0.568
7. C -1.893
8. C 2.463
9. C -1.614
10. C -1.752
11. Si -2.458
12. O 1.527
13. C 0.343
14. C -0.060
15. C -0.705
16. C -0.546
17. C -0.717
18. C 0.009
19. C 0.790
20. C -0.320
21. C -0.760
22. C -0.556
23. C -0.596
24. C -0.186
25. H 0.517
26. H 0.382
27. H 0.247
28. H 0.572
29. H 0.217
30. H -0.014
31. H 0.511
32. H 0.193
33. H 0.354
34. H 0.354
35. H 0.383
36. H 0.366
37. H 0.431
38. H 0.352
39. H 0.040
40. H 0.391
41. H 0.346
42. H 0.445
43. H 0.340
44. O -0.677
45. S 1.200
46. O -0.678
47. N -0.603
48. C 0.100
49. S -0.095
50. C 0.659
51. C 0.819
52. C -0.935
53. C -0.479
54. C -0.639
55. C -0.168
56. H -0.781
57. H 0.483
58. H 0.371
59. H 0.395
60. C -1.725
61. C 2.637
62. C -1.624
63. C -1.688
64. C -1.199
65. N 0.423
66. H 0.422
67. H 0.382
68. H 0.386
69. H 0.438
70. H 0.281
71. H 0.344
72. H 0.482
73. H 0.330
74. H 0.326
75. Cl 0.040
76. C -0.300
77. Cl -0.226
78. H 0.172
79. H 0.352

---

Here is one molecule with the formula C3H2ClN in a non-equilibrium geometry from the Open Molecules 2025 dataset. Energies are from the ωB97M-V functional and the def2-TZVPD basis.

As for the SMILES: C=C(Cl)C#N. The energy comes out at -17153.2918 eV.

The geometry in ORCA input format:
```
! wB97M-V def2-TZVPD RIJCOSX def2/J DEFGRID3
* xyz 0 1
C 0.3848 0.9365 0.0646
C 0.2820 -0.4101 0.0010
Cl 1.5905 -1.2825 0.0048
C -1.0468 -1.0093 0.2124
N -2.2496 -1.1868 -0.0810
H 1.4360 1.3577 -0.0429
H -0.3970 1.5946 -0.1590
*
```

Table of Mulliken atomic charges, one value per atom, all in e:
1. C -0.679
2. C 0.466
3. Cl -0.169
4. C 0.204
5. N -0.397
6. H 0.246
7. H 0.329

---

Here is a 2-piece molecular cluster, C11H18O overall in a non-equilibrium geometry from the Open Molecules 2025 dataset. Energies are from the ωB97M-V functional and the def2-TZVPD basis.

As for the SMILES: Cc1ccc(O)cc1.CC(C)C. The energy comes out at -13743.6242 eV.

The geometry in ORCA input format:
```
! wB97M-V def2-TZVPD RIJCOSX def2/J DEFGRID3
* xyz 0 1
C -2.4574 -0.5250 0.4147
C -1.3256 0.2165 1.1612
C -0.4896 -0.2912 2.1662
C 0.5166 0.4572 2.7857
C 0.6010 1.7941 2.4439
O 1.5927 2.4402 3.1466
C -0.2270 2.3500 1.4539
C -1.3176 1.5830 0.9476
H -2.0588 -1.4669 -0.0890
H -2.7920 -0.0409 -0.5365
H -3.2566 -0.6238 0.9941
H -0.6788 -1.3696 2.2940
H 1.1259 -0.0386 3.5963
H 2.2434 1.9607 3.2895
H -0.1783 3.4000 1.2015
H -2.1405 2.1490 0.2557
C 0.8425 0.6550 -1.6103
C 0.4471 -0.9031 -1.6351
C 0.4030 -1.5013 -3.0385
C 1.3224 -1.7383 -0.8083
H 1.7671 0.8439 -1.1614
H 0.1306 1.3118 -1.1093
H 0.7532 1.1004 -2.6489
H -0.6631 -0.9213 -1.2712
H 1.2552 -1.9618 -3.4139
H -0.2077 -2.3476 -3.1242
H 0.1730 -0.7079 -3.7903
H 1.5546 -1.2564 0.1720
H 0.8297 -2.6462 -0.6296
H 2.2348 -1.9218 -1.4564
*
```

Table of Mulliken atomic charges, one value per atom, all in e:
1. C -1.691
2. C 0.899
3. C -0.564
4. C -0.383
5. C 0.623
6. O -0.511
7. C -0.518
8. C -0.526
9. H 0.392
10. H 0.367
11. H 0.533
12. H 0.340
13. H 0.303
14. H 0.243
15. H 0.443
16. H 0.141
17. C -1.126
18. C 1.624
19. C -1.646
20. C -1.416
21. H 0.292
22. H 0.205
23. H 0.297
24. H -0.578
25. H 0.424
26. H 0.437
27. H 0.341
28. H 0.281
29. H 0.365
30. H 0.408

---

Here is C26H37Cl2N3O5S3ScSi2Te as an isolated structure in a non-equilibrium geometry from the Open Molecules 2025 dataset. Energies are from the ωB97M-V functional and the def2-TZVPD basis.

The energy comes out at -143569.3648 eV.

The geometry in ORCA input format:
```
! wB97M-V def2-TZVPD RIJCOSX def2/J DEFGRID3
* xyz 1 1
Sc 2.0093 1.3797 -0.1487
O -1.4581 3.1961 -0.9342
C -0.4652 3.0142 -0.2794
O 0.0228 1.8671 0.1221
C 0.4503 4.1687 0.0198
C 0.1429 5.5005 -0.0798
C 1.1676 6.4097 -0.3244
C 2.4740 5.9478 -0.2620
C 2.7309 4.6214 0.0236
N 1.7183 3.7885 0.1331
C 3.9771 3.8577 0.0712
O 5.1558 4.4807 0.1368
O 3.9711 2.6445 0.0691
H -1.2274 2.1213 -2.1066
H -0.8833 5.8399 -0.2678
H 0.9522 7.4393 -0.5879
H 3.3046 6.5894 -0.4722
H 5.1017 5.4216 0.3684
Cl 3.6447 -0.6705 0.7895
C 3.8275 -2.0087 -0.2931
C 4.7836 -2.9724 -0.1279
C 4.7576 -4.0738 -0.9722
C 3.7616 -4.2180 -1.9189
C 2.8270 -3.1977 -2.0433
Cl 1.5348 -3.5241 -3.1528
C 2.8510 -2.0214 -1.2500
S 1.6973 -0.6774 -1.4791
H 5.5476 -2.8266 0.6445
H 5.5395 -4.8190 -0.9190
H 3.7121 -5.0679 -2.5655
C 0.1682 -0.2780 -5.0026
O 0.9144 0.7623 -4.3619
C 0.4873 1.4576 -3.3552
S -1.1923 1.1265 -2.9405
S 1.5754 2.5193 -2.6337
H 0.6873 -0.5580 -5.9112
H -0.8220 0.1141 -5.2963
H 0.2065 -1.1662 -4.3335
C -3.5169 -3.8159 0.3902
Si -2.2799 -3.8121 -0.9258
C -0.9383 -5.0553 -0.4587
C -3.0559 -3.8990 -2.6293
C -1.3675 -2.2034 -0.8239
Te -0.6380 -1.6357 1.1011
C -2.3914 -1.4353 2.4608
Si -3.5949 -0.0273 2.0991
C -5.1777 -0.4894 2.9227
C -3.7176 0.2764 0.2441
C -2.7463 1.5286 2.8364
H -4.3610 -4.4897 0.1784
H -3.9184 -2.8276 0.4119
H -3.0695 -4.0380 1.3604
H -1.3519 -6.0362 -0.1906
H -0.4062 -4.6622 0.4056
H -0.2057 -5.2674 -1.2173
H -3.5148 -4.8523 -2.7779
H -2.2838 -3.7800 -3.3853
H -3.8066 -3.1079 -2.6738
H -1.8495 -1.3171 -1.2844
H -0.4341 -2.3672 -1.3303
H -1.9996 -1.2505 3.4409
H -2.8250 -2.3958 2.5694
H -5.5710 -1.3517 2.4010
H -5.9365 0.2521 2.9976
H -4.8315 -0.6769 3.9486
H -4.0759 -0.6427 -0.2537
H -2.7710 0.6265 -0.2240
H -4.4707 1.0562 0.1210
H -2.2382 1.1487 3.7392
H -3.3946 2.3704 3.0597
H -2.0112 1.7746 2.0829
N 3.1773 1.6651 2.9054
C 2.8005 1.9539 4.1624
C 1.4096 1.9144 4.1837
C 1.0588 1.6802 2.8619
N 2.1226 1.5620 2.0688
H 4.0866 1.6184 2.4789
H 3.5640 2.1602 4.8672
H 0.8051 2.0829 5.0677
H 0.0727 1.5778 2.4495
*
```

Table of Mulliken atomic charges, one value per atom, all in e:
1. Sc -0.548
2. O -0.704
3. C 0.104
4. O 1.315
5. C 0.155
6. C -0.981
7. C -0.623
8. C -0.857
9. C 0.527
10. N 0.428
11. C 0.770
12. O -0.464
13. O -0.354
14. H 0.086
15. H 0.493
16. H 0.461
17. H 0.380
18. H 0.333
19. Cl -0.121
20. C 0.884
21. C -0.781
22. C -0.438
23. C -0.916
24. C 0.365
25. Cl -0.168
26. C -0.441
27. S 0.258
28. H 0.421
29. H 0.387
30. H 0.481
31. C -0.736
32. O -0.274
33. C 0.530
34. S -0.032
35. S -0.308
36. H 0.250
37. H 0.465
38. H 0.277
39. C -0.705
40. Si 0.175
41. C -1.073
42. C -1.049
43. C 0.661
44. Te 0.085
45. C -1.272
46. Si 0.348
47. C -1.065
48. C -0.404
49. C -0.295
50. H 0.428
51. H -0.002
52. H 0.225
53. H 0.387
54. H 0.308
55. H 0.280
56. H 0.387
57. H 0.289
58. H 0.306
59. H -0.019
60. H -0.661
61. H 0.708
62. H 0.563
63. H 0.304
64. H 0.383
65. H 0.283
66. H 0.270
67. H -0.361
68. H 0.472
69. H 0.212
70. H 0.427
71. H -0.536
72. N -0.146
73. C -0.355
74. C -1.045
75. C -0.487
76. N 0.718
77. H 0.141
78. H 0.515
79. H 0.450
80. H 0.524

---

Here is an isolated ion of composition ClHNO2S and charge -1 in a non-equilibrium geometry from the Open Molecules 2025 dataset. Energies are from the ωB97M-V functional and the def2-TZVPD basis.

The energy comes out at -28959.2208 eV.

The geometry in ORCA input format:
```
! wB97M-V def2-TZVPD RIJCOSX def2/J DEFGRID3
* xyz -1 1
N 1.1118 0.7911 0.8778
O -0.4240 1.0991 3.1589
O -1.4472 0.4214 1.0086
S -0.5877 1.3980 1.7320
Cl 1.1712 1.2497 -0.8152
H 0.7488 -0.1225 0.8104
*
```

Table of Mulliken atomic charges, one value per atom, all in e:
1. N -0.488
2. O -0.528
3. O -0.584
4. S 0.482
5. Cl -0.193
6. H 0.311

---

Here is C33H50Cl2P2Zr as an isolated structure in a non-equilibrium geometry from the Open Molecules 2025 dataset. Energies are from the ωB97M-V functional and the def2-TZVPD basis.

The energy comes out at -79935.9686 eV.

The geometry in ORCA input format:
```
! wB97M-V def2-TZVPD RIJCOSX def2/J DEFGRID3
* xyz 0 1
P 0.1790 -0.9662 -4.1001
C 1.7231 -0.3610 -5.0440
C 1.9608 -0.7694 -6.5035
C 3.3472 -0.3240 -6.9690
C 3.6305 1.1631 -6.7227
C 3.2581 1.6262 -5.3089
C 1.8524 1.1628 -4.8957
C -1.2572 -0.1062 -5.0101
C -1.1582 0.0617 -6.5279
C -2.4661 0.6127 -7.0985
C -2.9045 1.9134 -6.4201
C -2.8658 1.8468 -4.8875
C -1.5661 1.2418 -4.3373
C -0.0105 -2.6506 -4.9028
C 1.1912 -3.5474 -4.5563
C 1.0785 -4.9303 -5.2175
C -0.2635 -5.6214 -4.9579
C -1.4656 -4.7107 -5.2219
C -1.3477 -3.3277 -4.5596
H 2.5245 -0.8252 -4.4357
H 1.2061 -0.3102 -7.1493
H 1.8687 -1.8533 -6.6377
H 3.4711 -0.5598 -8.0319
H 4.0925 -0.9201 -6.4298
H 4.6937 1.3648 -6.8983
H 3.0685 1.7638 -7.4501
H 3.9781 1.2153 -4.5882
H 3.3192 2.7191 -5.2305
H 1.6524 1.4653 -3.8572
H 1.1100 1.6621 -5.5383
H -2.1105 -0.7763 -4.8067
H -3.2440 -0.1483 -6.9687
H -0.9203 -0.8860 -7.0312
H -0.3513 0.7669 -6.7618
H -2.3558 0.7649 -8.1786
H -3.9180 2.1714 -6.7475
H -2.2494 2.7269 -6.7574
H -3.0084 2.8476 -4.4640
H -3.7092 1.2372 -4.5376
H -1.6410 1.1030 -3.2491
H -0.7362 1.9420 -4.5111
H -0.0129 -2.4665 -5.9921
H 2.1390 -3.0825 -4.8654
H 1.2497 -3.6732 -3.4663
H 1.2169 -4.8117 -6.3017
H 1.8971 -5.5693 -4.8684
H -0.2967 -5.9606 -3.9144
H -0.3412 -6.5184 -5.5852
H -2.3858 -5.1988 -4.8820
H -1.5734 -4.5625 -6.3061
H -2.1975 -2.7161 -4.8937
H -1.4435 -3.4241 -3.4705
Zr 0.0766 -0.2681 -0.0304
Cl -1.5072 -1.3790 -1.4006
Cl 2.1312 -0.0250 -1.2150
C -0.9028 1.5176 0.6306
H -1.4097 1.4330 1.6023
C -0.7818 2.8678 0.1733
C -1.3499 3.9913 0.8501
C -1.3015 5.2586 0.2893
C -0.6553 5.4742 -0.9429
C -0.0323 4.3972 -1.5968
C -0.0582 3.1247 -1.0410
H -1.8349 3.8195 1.8207
H -1.7685 6.1041 0.8013
H 0.4796 4.5615 -2.5505
H 0.4863 2.2996 -1.5243
H -0.6339 6.4737 -1.3809
C -0.6333 -1.5346 2.0733
P 1.1855 -1.4458 2.4651
C 1.5513 0.3516 2.1761
C 1.1180 -1.3476 4.3397
C 2.2476 -1.8499 5.0137
C 2.3362 -1.7704 6.4015
C 1.2752 -1.2302 7.1410
C 0.1523 -0.7287 6.4800
C 0.0803 -0.7527 5.0789
H -1.0671 -1.5139 1.0112
H -1.2539 -0.9147 2.7228
H -0.8160 -2.5994 2.3031
H 1.1221 0.9638 2.9811
H 1.2524 0.8381 1.1798
H 2.6451 0.4350 2.1766
H 3.0505 -2.3089 4.4402
H 3.2219 -2.1288 6.9189
H 1.3173 -1.2046 8.2292
H -0.6800 -0.3114 7.0504
H -0.7845 -0.3271 4.5784
*
```

Table of Mulliken atomic charges, one value per atom, all in e:
1. P 0.905
2. C 0.098
3. C -0.192
4. C -1.007
5. C -0.642
6. C -0.870
7. C -0.148
8. C 0.621
9. C -0.685
10. C -1.024
11. C -0.699
12. C -0.962
13. C -0.584
14. C -0.001
15. C -0.828
16. C -0.807
17. C -0.755
18. C -0.856
19. C -0.621
20. H 0.599
21. H 0.072
22. H 0.123
23. H 0.380
24. H 0.394
25. H 0.394
26. H 0.306
27. H 0.351
28. H 0.373
29. H -0.567
30. H 0.251
31. H 0.310
32. H 0.373
33. H 0.244
34. H 0.193
35. H 0.397
36. H 0.401
37. H 0.290
38. H 0.410
39. H 0.375
40. H 0.053
41. H 0.180
42. H 0.133
43. H 0.281
44. H 0.346
45. H 0.317
46. H 0.397
47. H 0.323
48. H 0.373
49. H 0.398
50. H 0.363
51. H 0.145
52. H 0.240
53. Zr -0.385
54. Cl -0.548
55. Cl -0.472
56. C -0.699
57. H 0.263
58. C 1.106
59. C -0.593
60. C -0.459
61. C -0.536
62. C -0.535
63. C 0.396
64. H 0.317
65. H 0.347
66. H 0.408
67. H -0.182
68. H 0.361
69. C -0.621
70. P 0.039
71. C -0.454
72. C 0.657
73. C -0.517
74. C -0.505
75. C -0.437
76. C -0.658
77. C -0.074
78. H 0.244
79. H 0.406
80. H 0.426
81. H 0.466
82. H 0.069
83. H 0.320
84. H 0.352
85. H 0.374
86. H 0.363
87. H 0.367
88. H 0.232